1.
# C25H44N7NaO4

A molecular structure, C25H44N7NaO4 (wB97M-V/def2-TZVPD, the Open Molecules 2025 dataset).

Output
LUMO level: -0.703 eV
highest occupied orbital energy: -0.2335 hartree
Kohn-Sham gap: 5.65 eV

Each line ends with the Löwdin charge.
CARTESIAN COORDINATES (ANGSTROEM)
Na: -0.170 -0.708 1.125  0.398
C: 0.811 -2.467 2.569  -0.087
C: 1.869 -2.210 1.652  -0.173
C: 2.402 -0.922 2.006  -0.156
C: 1.650 -0.450 3.110  -0.063
C: 0.670 -1.394 3.462  -0.257
C: -0.381 -1.256 4.553  -0.557
C: -0.585 -2.593 5.273  -0.053
C: 0.038 -0.206 5.583  -0.063
C: -1.730 -0.820 3.955  -0.053
C: 3.630 -0.146 1.504  -0.518
C: 3.451 0.399 0.074  -0.058
C: 4.909 -0.992 1.594  -0.046
C: 3.886 1.092 2.380  -0.078
C: 2.285 -3.311 0.667  -0.531
C: 1.067 -4.151 0.241  -0.067
C: 2.911 -2.822 -0.646  -0.060
C: 3.270 -4.275 1.352  -0.043
H: 0.203 -3.364 2.571  0.097
H: 1.832 0.476 3.635  0.086
H: 0.353 -2.943 5.706  0.090
H: -0.937 -3.361 4.580  0.075
H: -1.327 -2.494 6.073  0.080
H: 0.993 -0.469 6.043  0.090
H: -0.717 -0.126 6.372  0.080
H: 0.149 0.779 5.121  0.075
H: -2.087 -1.549 3.222  0.078
H: -1.626 0.157 3.464  0.075
H: -2.499 -0.718 4.729  0.086
H: 3.323 -0.373 -0.679  0.049
H: 4.314 1.013 -0.215  0.087
H: 2.557 1.025 0.041  0.042
H: 4.870 -1.880 0.968  0.046
H: 5.062 -1.323 2.623  0.095
H: 5.783 -0.405 1.288  0.083
H: 3.036 1.781 2.358  0.066
H: 4.766 1.623 2.008  0.081
H: 4.069 0.817 3.421  0.089
H: 0.307 -3.533 -0.248  0.080
H: 0.597 -4.664 1.081  0.072
H: 1.383 -4.916 -0.473  0.082
H: 2.245 -2.135 -1.175  0.078
H: 3.091 -3.679 -1.303  0.084
H: 3.868 -2.324 -0.506  0.054
H: 2.809 -4.704 2.244  0.087
H: 4.182 -3.765 1.667  0.068
H: 3.549 -5.091 0.675  0.082
N: 0.632 2.360 0.352  0.057
N: -0.563 3.073 0.474  -0.001
C: -1.715 2.399 0.639  -0.373
N: -2.818 3.120 0.833  0.206
N: -1.596 1.074 0.516  0.142
N: -2.685 0.303 0.747  -0.405
O: -2.441 -0.900 0.626  -0.010
O: -3.793 0.715 1.040  0.064
H: 1.388 2.823 0.832  0.089
H: 0.824 2.100 -0.615  0.044
H: -0.600 4.056 0.251  0.152
H: -2.726 4.094 1.062  0.122
H: -3.681 2.634 1.024  0.096
N: -2.175 -0.916 -4.849  0.190
C: -1.045 -0.467 -5.432  -0.502
O: -0.865 -0.499 -6.638  0.048
C: 0.007 0.122 -4.534  -0.109
C: 1.258 0.354 -5.094  0.006
C: 2.248 0.921 -4.315  -0.037
C: 1.945 1.251 -3.004  -0.141
N: 0.750 1.044 -2.453  0.055
C: -0.197 0.481 -3.209  -0.070
H: -2.845 -1.342 -5.468  0.117
H: -2.323 -1.005 -3.851  0.050
H: 1.411 0.087 -6.131  0.124
H: 3.238 1.113 -4.705  0.109
H: 2.705 1.692 -2.365  0.100
H: -1.162 0.330 -2.730  0.102
C: -4.352 -0.934 -1.961  -0.125
O: -3.015 -1.404 -2.145  -0.158
H: -4.687 -1.087 -0.935  0.075
H: -5.013 -1.479 -2.633  0.081
H: -4.414 0.130 -2.197  0.082
H: -2.626 -1.586 -1.282  0.054

=====

2.
# C21H42MnO21

A molecular structure, C21H42MnO21 at a distorted geometry (wB97M-V/def2-TZVPD, the Open Molecules 2025 dataset).

Output
total charge: +2
LUMO level (alpha / beta): -3.776 / -3.805 eV
highest occupied orbital energy (alpha / beta): -0.5691 / -0.5788 hartree
Kohn-Sham gap (alpha / beta): 11.71 / 11.94 eV
multiplicity: 6

Each line ends with the Löwdin spin population.
CARTESIAN COORDINATES (ANGSTROEM)
Mn: 7.844 -9.762 17.819  4.744
C: 8.982 -4.720 15.886  0.000
O: 8.470 -6.053 16.098  0.002
C: 9.246 -7.130 16.365  0.009
O: 8.791 -8.254 16.665  0.030
O: 10.531 -6.785 16.315  0.003
C: 11.522 -7.822 16.475  0.000
H: 8.164 -4.007 15.789  0.000
H: 9.637 -4.741 15.015  0.000
H: 9.576 -4.324 16.710  0.000
H: 11.453 -8.386 17.405  0.000
H: 12.460 -7.277 16.580  0.000
H: 11.520 -8.567 15.680  0.000
C: 11.663 -9.361 20.557  0.000
O: 11.116 -8.042 20.500  0.001
C: 10.021 -7.717 19.818  0.002
O: 9.210 -8.542 19.476  0.017
O: 9.862 -6.347 19.711  0.000
C: 10.883 -5.372 20.217  0.000
H: 12.508 -9.139 21.209  0.000
H: 12.105 -9.681 19.613  0.000
H: 10.957 -10.081 20.970  0.000
H: 11.701 -5.286 19.502  0.000
H: 11.249 -5.793 21.153  0.000
H: 10.469 -4.374 20.366  0.000
C: 6.331 -5.608 18.659  0.000
O: 5.321 -6.439 19.194  0.002
C: 5.454 -7.792 19.159  0.007
O: 6.486 -8.458 18.906  0.029
O: 4.246 -8.352 19.479  0.002
C: 3.136 -7.590 20.067  0.000
H: 7.367 -5.854 18.892  0.000
H: 6.127 -4.587 18.983  0.000
H: 6.402 -5.650 17.572  0.000
H: 2.510 -6.987 19.410  0.000
H: 3.484 -6.863 20.800  0.000
H: 2.421 -8.249 20.559  0.000
C: 7.895 -15.185 17.192  0.000
O: 7.535 -13.878 17.497  0.001
C: 7.630 -12.871 16.572  0.007
O: 7.593 -11.665 16.805  0.031
O: 8.081 -13.390 15.295  0.003
C: 8.373 -12.489 14.307  0.000
H: 7.706 -15.862 18.026  0.000
H: 8.897 -15.236 16.766  0.000
H: 7.248 -15.568 16.403  0.000
H: 7.693 -11.642 14.391  0.000
H: 8.351 -13.022 13.357  0.000
H: 9.368 -12.101 14.523  0.000
C: 4.606 -11.138 13.924  0.000
O: 5.429 -10.813 15.062  0.002
C: 5.638 -9.552 15.459  0.008
O: 6.329 -9.333 16.439  0.033
O: 5.152 -8.634 14.594  0.003
C: 5.272 -7.265 14.763  0.000
H: 3.543 -10.982 14.108  0.000
H: 4.707 -12.215 13.788  0.000
H: 5.012 -10.653 13.037  0.000
H: 6.231 -6.883 14.413  0.000
H: 5.118 -6.987 15.806  0.000
H: 4.467 -6.877 14.140  0.000
C: 10.926 -13.011 19.012  0.000
O: 11.482 -12.411 17.862  0.001
C: 10.909 -11.265 17.238  0.004
O: 10.096 -10.491 17.680  0.020
O: 11.489 -10.982 16.020  0.001
C: 12.424 -11.765 15.367  0.000
H: 11.223 -12.598 19.976  0.000
H: 11.224 -14.059 19.058  0.000
H: 9.836 -13.016 18.988  0.000
H: 13.382 -11.691 15.880  0.000
H: 12.575 -11.423 14.343  0.000
H: 12.118 -12.812 15.347  0.000
C: 8.975 -13.169 22.036  0.000
O: 8.894 -12.095 21.168  0.001
C: 7.721 -11.670 20.709  0.004
O: 7.564 -10.933 19.744  0.027
O: 6.647 -11.962 21.550  0.002
C: 5.312 -11.570 21.275  0.000
H: 8.804 -12.747 23.027  0.000
H: 9.901 -13.713 21.853  0.000
H: 8.175 -13.864 21.781  0.000
H: 5.318 -11.434 20.194  0.000
H: 4.983 -10.690 21.827  0.000
H: 4.750 -12.462 21.553  0.000

=====

3.
# C43H41Cl5FN5Y

A molecular structure, C43H41Cl5FN5Y (wB97M-V/def2-TZVPD, the Open Molecules 2025 dataset).

Output
total charge: +1
LUMO level: -2.335 eV
highest occupied orbital energy: -0.3602 hartree
Kohn-Sham gap: 7.47 eV

Each line ends with the Löwdin charge.
CARTESIAN COORDINATES (ANGSTROEM)
Y: 0.328 -0.756 0.339  1.524
C: 0.177 -2.710 3.235  -0.157
C: 1.641 -2.973 2.874  -0.107
C: 2.491 -1.736 2.921  -0.266
C: 3.645 -1.684 3.689  0.004
C: 4.378 -0.513 3.744  -0.028
C: 3.928 0.592 3.042  -0.027
C: 2.774 0.459 2.291  -0.136
N: 2.075 -0.679 2.212  0.032
N: -0.706 -2.515 2.062  -0.203
C: -0.939 -3.821 1.422  -0.145
C: -1.377 -3.703 -0.011  -0.291
C: -2.231 -4.632 -0.584  0.006
C: -2.484 -4.563 -1.944  -0.025
C: -1.875 -3.569 -2.690  -0.016
C: -1.054 -2.668 -2.037  -0.103
N: -0.815 -2.726 -0.728  -0.007
C: -2.004 -2.021 2.545  -0.135
C: -1.971 -0.567 2.929  -0.269
C: -2.963 -0.047 3.749  0.000
C: -2.939 1.299 4.061  -0.026
C: -1.901 2.076 3.571  -0.022
C: -0.948 1.473 2.774  -0.103
N: -0.981 0.181 2.435  0.053
H: 0.107 -1.811 3.854  0.129
H: -0.223 -3.544 3.830  0.135
H: 1.732 -3.427 1.881  0.059
H: 2.056 -3.701 3.572  0.127
H: 3.955 -2.559 4.243  0.121
H: 5.281 -0.460 4.337  0.120
H: 4.450 1.534 3.060  0.115
H: 2.400 1.300 1.726  0.054
H: -1.667 -4.409 1.999  0.140
H: -0.003 -4.382 1.429  0.082
H: -2.675 -5.404 0.029  0.123
H: -3.144 -5.279 -2.413  0.120
H: -2.030 -3.484 -3.755  0.116
H: -0.563 -1.874 -2.580  0.088
H: -2.326 -2.621 3.409  0.141
H: -2.746 -2.170 1.759  0.129
H: -3.741 -0.694 4.128  0.125
H: -3.707 1.733 4.684  0.119
H: -1.825 3.130 3.793  0.115
H: -0.124 2.048 2.382  0.083
C: 0.100 4.365 1.077  -0.048
C: 1.086 3.374 0.454  -0.410
C: 2.517 3.784 0.789  -0.082
C: 0.840 3.187 -1.026  -0.221
C: 1.434 4.066 -1.925  -0.036
C: 1.254 3.927 -3.289  -0.054
C: 0.486 2.882 -3.761  -0.027
C: -0.114 1.977 -2.894  -0.155
C: -0.910 0.841 -3.491  -0.378
C: -0.005 -0.055 -4.335  -0.058
C: -2.099 1.348 -4.304  -0.044
C: 0.056 2.129 -1.511  -0.284
N: -0.565 1.178 -0.621  -0.086
C: -1.923 1.489 -0.477  -0.261
C: -2.530 2.729 -0.737  -0.021
C: -3.891 2.922 -0.558  -0.074
C: -4.722 1.894 -0.135  -0.086
C: -4.169 0.640 0.090  -0.017
C: -2.818 0.499 -0.094  -0.203
F: -2.248 -0.770 0.058  -0.044
H: 0.319 4.521 2.135  0.082
H: -0.932 4.032 0.980  0.062
H: 0.183 5.334 0.581  0.094
H: 0.907 2.388 0.903  0.058
H: 2.709 4.823 0.521  0.082
H: 3.259 3.171 0.276  0.058
H: 2.684 3.706 1.865  0.079
H: 2.043 4.876 -1.554  0.111
H: 1.717 4.621 -3.974  0.108
H: 0.359 2.759 -4.828  0.114
H: -1.309 0.248 -2.659  0.101
H: 0.437 0.495 -5.164  0.084
H: -0.572 -0.883 -4.765  0.077
H: 0.820 -0.465 -3.748  0.072
H: -1.770 1.930 -5.164  0.079
H: -2.748 1.981 -3.700  0.078
H: -2.689 0.513 -4.679  0.081
H: -1.919 3.548 -1.087  0.117
H: -4.306 3.897 -0.764  0.109
H: -5.780 2.055 -0.003  0.103
H: -4.765 -0.214 0.375  0.120
Cl: 2.671 0.819 -1.016  0.819
C: 2.976 -0.849 -1.486  -0.663
C: 2.191 -1.811 -0.873  -0.280
C: 2.544 -3.106 -1.239  -0.660
Cl: 1.784 -4.480 -0.448  0.724
C: 3.530 -3.421 -2.173  -0.708
Cl: 3.904 -5.050 -2.581  0.692
C: 4.242 -2.388 -2.790  -0.705
Cl: 5.455 -2.734 -3.951  0.711
C: 3.973 -1.071 -2.432  -0.713
Cl: 4.847 0.228 -3.137  0.708

=====

Relative energy (zero: lowest compared OMol25 entry of this formula, charge and spin) list, top to bottom, in kcal/mol: 7.2 57.6 6.9